[1]
36
Properties=species:S:1:pos:R:3:forces:R:3 method="wB97M-V/def2-TZVPD" spin_multiplicity=1 homo_lumo_gap_ev=9.385
C -2.3471 -0.2525 -1.7455 -0.02 0.13 0.00
H -3.3401 -0.4240 -2.1556 -0.02 -0.05 0.01
H -1.6912 -1.0780 -2.0102 0.01 -0.01 -0.01
H -1.9294 0.6666 -2.1480 -0.09 -0.12 0.01
C -2.4287 -0.1487 -0.2223 -0.28 0.20 -0.09
N -1.1488 0.0095 0.4240 -0.01 0.08 0.14
C -0.1917 0.9399 0.0259 -0.48 -0.56 0.50
O -0.1774 1.4642 -1.0627 0.12 0.33 -0.59
N 0.7306 1.1917 0.9876 0.20 0.17 0.36
H 0.7315 0.6647 1.8458 -0.09 -0.02 -0.10
C 1.8485 2.0721 0.7352 0.21 0.07 0.05
C 3.2008 1.3560 0.7342 -0.32 -0.03 -0.29
H 3.9814 2.1059 0.6007 0.06 -0.01 0.06
H 3.3602 0.8751 1.7012 0.12 0.03 0.04
C 3.3335 0.3174 -0.3843 0.49 0.44 0.20
N 2.4583 -0.8092 -0.1940 -0.11 -0.40 -0.01
C 2.3690 -1.5993 0.9031 0.16 0.08 0.10
N 1.4522 -2.5180 0.7769 -0.09 -0.37 0.48
C 0.9186 -2.3347 -0.4585 0.10 0.12 -0.28
C 1.5274 -1.2798 -1.0754 -0.14 -0.26 -0.22
H 1.3765 -0.8288 -2.0341 -0.02 0.15 -0.19
H 0.1377 -2.9736 -0.8170 -0.18 -0.05 -0.17
H 2.9971 -1.4851 1.7645 0.19 0.12 0.16
H 3.0856 0.7765 -1.3441 0.05 -0.08 0.06
H 4.3715 -0.0352 -0.4236 -0.15 0.06 -0.11
H 1.6589 2.5282 -0.2394 0.05 0.04 0.15
H 1.8599 2.8592 1.4968 0.01 0.01 -0.14
H -1.1186 -0.2886 1.3890 -0.03 0.07 -0.11
C -3.0472 -1.4535 0.3278 -0.02 -0.19 -0.04
F -2.3453 -2.5174 -0.0633 0.30 -0.13 -0.15
F -3.0693 -1.4807 1.6666 0.09 0.11 0.30
F -4.2992 -1.6445 -0.0893 -0.16 0.13 -0.13
C -3.3511 1.0402 0.1703 -0.08 0.10 0.15
F -3.4613 1.1536 1.5032 0.03 -0.09 0.21
F -2.8649 2.2012 -0.2664 0.28 0.08 -0.19
F -4.5880 0.9298 -0.3190 -0.18 -0.13 -0.17

=====

[2]
184
Properties=species:S:1:pos:R:3:forces:R:3 method="wB97M-V/def2-TZVPD" e_above_lowest_ev=9.383 spin_multiplicity=1 homo_lumo_gap_ev=6.803 charge=+3
Na -0.5616 -0.9266 -3.3529 0.04 0.08 -0.07
C 3.2871 12.8147 -5.1862 0.27 -0.81 -0.84
C 4.2533 12.0463 -4.3235 0.00 -0.91 1.22
C 3.5310 10.7410 -3.8326 1.48 1.22 0.38
N 4.4046 9.8240 -2.9679 0.02 -0.92 1.23
C 3.3770 8.7997 -2.4285 0.83 -0.55 0.77
C 3.9728 7.8566 -1.3512 1.01 0.53 -1.52
C 4.5547 8.6143 -0.1502 -1.07 0.16 -0.18
C 5.4945 9.7476 -0.5933 0.11 -0.85 -1.25
C 4.9325 10.6338 -1.7725 0.52 -0.69 0.34
C 5.6194 9.1193 -3.7420 -0.97 0.87 0.90
H 2.2641 12.7040 -4.8267 -0.01 0.04 0.02
H 3.3884 12.2768 -6.1288 -0.63 0.84 -0.60
H 3.5237 13.8782 -5.2218 0.06 -0.23 -0.39
H 4.5479 12.7615 -3.5555 -0.06 -0.66 0.80
H 5.1967 11.7248 -4.7647 -0.13 0.37 -0.69
H 3.1404 10.1086 -4.6298 0.10 0.28 -0.20
H 2.7180 11.0655 -3.1831 -0.07 -0.31 -0.04
H 2.5682 9.3249 -1.9205 -0.01 0.50 -0.54
H 3.0192 8.2755 -3.3146 -0.14 -0.13 0.23
H 3.2777 7.0422 -1.1474 -0.11 0.28 0.27
H 4.8072 7.3973 -1.8813 0.18 -0.50 0.25
H 3.7513 9.0508 0.4432 -0.32 0.17 -0.06
H 4.9893 7.8933 0.5423 0.54 0.16 -0.18
H 5.8447 10.2800 0.2911 -0.29 0.61 -0.36
H 6.3960 9.3010 -1.0128 0.20 -0.18 0.14
H 4.1289 11.2866 -1.4316 -0.02 -0.02 -0.19
H 5.7279 11.2063 -2.2497 -0.02 0.33 0.59
H 5.1790 8.4765 -4.5043 0.22 0.36 -0.13
H 6.3031 8.5469 -3.1151 -0.91 -0.33 0.61
H 6.3332 9.8812 -4.0552 -0.75 0.33 -0.72
C 6.1161 6.8028 9.9422 0.99 -0.49 1.64
C 5.2284 5.6927 9.4562 0.22 0.31 -1.16
C 5.9518 4.3597 9.5708 -1.33 -1.32 0.20
N 5.1553 3.1338 9.0035 -0.36 -0.83 -1.18
C 3.9179 2.7267 9.8121 0.36 0.82 1.18
C 3.2414 1.4179 9.3892 -0.07 0.90 0.34
C 4.2280 0.2814 9.4515 -0.78 0.62 -1.40
C 5.3642 0.6532 8.5032 1.67 -1.82 1.09
C 6.1537 1.9114 8.9321 -2.07 0.50 -0.74
C 4.6692 3.4551 7.5626 1.31 -0.81 1.64
H 5.7213 7.8135 9.8383 0.07 -0.25 -0.24
H 7.1281 6.6805 9.5561 -0.07 0.47 -0.49
H 6.2702 6.5987 11.0018 -0.02 0.50 0.35
H 5.0876 5.9540 8.4074 -0.58 -0.46 -0.16
H 4.2870 5.7447 10.0030 -0.08 -0.35 -0.16
H 6.1236 4.0865 10.6119 0.04 0.11 0.11
H 6.9135 4.2903 9.0625 -0.09 0.40 -0.17
H 4.2477 2.6635 10.8490 0.21 -0.22 0.09
H 3.2882 3.6164 9.8097 -0.28 -0.17 -0.28
H 2.3967 1.1008 10.0008 -0.09 0.91 0.44
H 2.8082 1.5914 8.4042 0.16 -0.47 -0.28
H 4.5724 0.0851 10.4668 0.11 0.19 -0.01
H 3.6162 -0.5671 9.1452 0.72 -0.46 -0.23
H 6.0410 -0.1982 8.5755 0.76 0.12 0.39
H 5.2138 0.5153 7.4324 -0.82 0.93 -0.06
H 6.5826 1.9081 9.9341 0.13 -0.48 -0.18
H 6.8773 2.1282 8.1463 0.18 0.29 0.34
H 3.8019 4.1092 7.6522 0.49 0.23 -0.35
H 4.4070 2.5213 7.0651 -0.02 0.19 0.14
H 5.6170 3.8214 7.1682 -0.68 0.60 -0.81
C -3.3910 0.9119 6.6884 -0.21 -0.09 1.06
C -3.6645 1.5638 5.3633 -0.13 -0.43 -0.02
C -2.4933 2.3096 4.8074 0.43 0.36 -0.39
N -2.7312 2.9384 3.4420 1.96 0.34 0.35
C -2.8466 1.7855 2.4281 0.21 0.88 -0.58
C -3.1350 2.3320 1.0066 0.51 -1.15 0.25
C -4.4443 3.1445 0.9570 0.76 -0.63 0.23
C -4.3980 4.2340 2.0374 -0.60 0.69 0.36
C -3.9381 3.8670 3.4513 -0.37 -1.19 -0.88
C -1.4141 3.7788 3.0924 -0.79 -0.43 -0.02
H -2.8267 -0.0199 6.7260 0.35 0.22 -0.48
H -4.3790 0.6351 7.0563 0.11 0.06 0.43
H -2.9445 1.6429 7.3625 -0.03 -0.18 0.31
H -4.4905 2.2406 5.5822 -0.16 -0.14 -0.54
H -3.9262 0.7293 4.7128 -0.51 0.43 -0.33
H -1.6650 1.6143 4.6715 0.18 0.12 -0.01
H -2.1620 3.1272 5.4476 -0.11 -0.06 0.19
H -3.5329 1.0009 2.7466 -0.85 0.83 0.14
H -1.9344 1.1928 2.4966 0.56 0.63 -0.24
H -3.1389 1.3979 0.4448 -0.73 0.00 -0.39
H -2.2426 2.7779 0.5675 -0.06 0.68 0.34
H -5.2248 2.3876 1.0356 -0.37 0.27 0.71
H -4.6810 3.6007 -0.0041 0.53 0.07 -0.05
H -5.3993 4.6114 2.2448 -0.20 0.08 -0.35
H -3.8642 5.1210 1.6963 0.27 -0.17 -0.27
H -4.7728 3.3246 3.8953 0.33 -0.27 0.11
H -3.7751 4.7394 4.0842 0.47 -0.08 -0.13
H -1.5853 4.3255 2.1651 -0.04 -0.28 0.11
H -0.5178 3.1620 3.0266 -0.53 -0.69 -0.40
H -1.0950 4.4916 3.8529 -1.05 0.05 0.41
C 3.3869 -5.8266 -6.0035 1.22 -0.60 1.26
C 2.6787 -5.8176 -7.3100 -0.74 0.83 -0.05
C 1.1412 -5.7029 -7.1104 1.28 -0.27 -0.96
N 0.4008 -5.4035 -8.4320 0.50 -0.29 1.31
C 0.9753 -6.3244 -9.5383 -1.91 1.02 -1.52
C 0.0589 -6.1074 -10.8425 1.39 -0.11 0.78
C -1.4079 -6.3291 -10.6051 -0.93 0.35 1.09
C -1.9308 -5.4133 -9.4278 -0.13 -2.04 -0.65
C -1.0863 -5.6938 -8.1986 0.92 0.63 -0.21
C 0.5575 -3.9437 -8.6686 1.39 0.22 -0.93
H 3.3087 -6.7908 -5.5012 0.09 -0.07 0.04
H 3.1632 -5.0809 -5.2406 -0.53 0.29 -0.36
H 4.4331 -5.6443 -6.2491 0.18 -0.31 0.32
H 2.9917 -6.7094 -7.8529 -0.36 -0.03 -0.05
H 3.1431 -4.9717 -7.8167 -0.67 0.19 -0.53
H 0.9163 -4.9112 -6.3957 -0.10 0.00 -0.19
H 0.8033 -6.6468 -6.6828 -0.33 -0.03 -0.28
H 0.9811 -7.3454 -9.1569 -0.41 0.05 0.05
H 2.0069 -6.0844 -9.7956 -0.19 0.45 0.38
H 0.4296 -6.7405 -11.6487 0.08 -0.25 0.20
H 0.2373 -5.1005 -11.2199 0.07 0.19 0.15
H -1.5643 -7.3682 -10.3155 -0.08 -0.13 0.07
H -1.9945 -6.1830 -11.5121 0.11 0.17 0.01
H -2.9088 -5.7311 -9.0663 -0.30 -0.21 -0.46
H -2.1156 -4.3939 -9.7664 0.66 0.19 0.44
H -1.0263 -6.7213 -7.8396 -0.77 -0.23 -0.51
H -1.4597 -5.1061 -7.3599 0.48 0.26 0.11
H 0.4735 -3.4330 -7.7094 -0.64 0.14 -0.41
H -0.0308 -3.5781 -9.5103 -0.53 -0.10 0.63
H 1.5708 -3.7383 -9.0139 0.22 -0.25 0.19
C -5.5769 -7.2423 5.1388 0.23 0.01 -0.31
C -5.8321 -7.3768 3.6393 0.44 0.77 -0.10
C -6.6356 -8.5920 3.3066 -1.72 -0.52 -0.48
N -7.1636 -8.7496 1.8556 -1.28 1.55 -0.21
C -8.3411 -9.8035 1.8973 0.91 0.09 -1.83
C -8.7920 -10.2023 0.3812 -0.41 -0.14 2.67
C -7.5953 -10.6838 -0.4086 -0.43 0.68 -0.26
C -6.5021 -9.6546 -0.4341 1.85 0.31 0.29
C -6.0460 -9.0930 0.9218 -0.13 -0.62 0.28
C -7.6965 -7.3833 1.3054 0.29 -0.32 1.60
H -5.1631 -6.2435 5.2781 0.04 -0.11 0.29
H -4.8587 -7.9701 5.5165 -0.20 -0.05 0.11
H -6.5319 -7.2951 5.6615 0.15 -0.10 0.24
H -4.8998 -7.3176 3.0775 0.15 -0.22 0.02
H -6.3484 -6.4441 3.4118 -0.37 -0.22 -0.40
H -7.5610 -8.6030 3.8824 -0.08 0.37 0.18
H -6.1917 -9.5459 3.5913 0.51 0.07 -0.36
H -7.9179 -10.6467 2.4432 0.16 -0.29 -0.43
H -9.0948 -9.4263 2.5885 -0.17 0.44 -0.55
H -9.5478 -10.9854 0.4407 0.29 -0.50 0.54
H -9.4502 -9.4647 -0.0779 0.79 0.75 -0.14
H -7.1635 -11.6022 -0.0108 -0.45 -0.20 0.01
H -7.9573 -10.8212 -1.4275 0.30 -0.44 -0.04
H -5.5614 -10.1397 -0.6947 -0.04 -0.20 -0.67
H -6.6199 -8.8786 -1.1904 -0.37 0.17 0.24
H -5.4009 -9.7642 1.4888 -0.21 -0.59 -0.23
H -5.4049 -8.2215 0.7898 -0.35 0.21 -0.05
H -8.1503 -7.4438 0.3162 0.43 -0.35 0.13
H -6.8437 -6.7093 1.3849 -0.10 -0.11 -0.68
H -8.4159 -6.9523 2.0017 -0.27 -0.44 0.05
N -4.5058 -2.1432 -4.2179 -0.23 -2.33 3.75
S -5.5102 -1.5948 -5.2030 -2.34 3.82 -5.78
O -6.0990 -0.3127 -4.8548 0.73 -1.57 -0.49
O -6.3291 -2.6058 -5.8349 0.29 1.05 0.58
F -4.4459 -1.2270 -6.3681 -0.15 0.04 0.43
S -5.6577 -2.8949 -3.2573 0.94 -3.62 2.10
O -6.0878 -4.2280 -3.6542 0.69 1.94 0.13
O -6.5936 -2.0399 -2.6085 0.09 0.25 -0.42
F -4.6510 -3.2808 -2.0616 0.41 0.39 -0.09
N 1.2514 1.6575 -6.0872 -2.78 2.53 -1.74
S 2.6962 1.8170 -6.4791 9.38 -1.68 1.29
O 3.3652 3.0647 -6.0272 -1.71 -1.76 -1.83
O 3.1872 1.1174 -7.6604 -1.15 1.55 0.92
F 3.2928 0.8289 -5.3522 -0.29 -0.48 0.45
S 0.8006 2.9973 -7.0477 -6.71 2.70 -1.64
O 0.7586 2.8741 -8.5247 2.02 -0.05 3.22
O 0.7588 4.3239 -6.4272 2.23 -1.76 -0.75
F -0.7395 2.7322 -6.7981 -1.12 -1.24 0.39
C 4.7292 -1.5922 0.1494 -0.65 1.59 1.15
F 4.8665 -2.1987 -0.9922 0.16 -0.94 -0.37
F 5.2187 -2.2748 1.1966 -0.11 0.44 -1.25
F 5.4338 -0.4126 0.0295 -0.99 -1.01 0.56
S 2.8018 -1.2482 0.5176 1.71 -1.53 2.13
O 2.7432 -1.1820 1.9848 -0.14 -0.80 -1.88
O 2.4943 0.0165 -0.0445 -0.76 0.61 -2.15
N 2.0742 -2.6342 -0.2815 1.43 3.27 0.57
S 1.8501 -3.6355 0.8988 -0.26 -1.39 3.07
O 3.0274 -3.9120 1.7276 -1.31 -0.60 -1.82
O 0.6721 -3.3041 1.6768 -0.16 -0.67 -0.66
C 1.3827 -5.2326 -0.0989 1.26 -0.97 -0.03
F 0.9427 -6.2297 0.7411 -0.49 1.82 -1.02
F 0.5377 -4.9802 -1.1441 0.19 -0.34 1.51
F 2.4821 -5.7870 -0.6532 -0.22 0.75 0.04

=====

[3]
8
Properties=species:S:1:pos:R:3:forces:R:3 method="wB97M-V/def2-TZVPD" e_above_lowest_ev=0.097 spin_multiplicity=1 homo_lumo_gap_ev=10.145
C 0.0257 0.2870 -0.2787 0.62 0.55 1.30
C 0.7105 0.7506 0.7605 -0.17 0.07 0.35
C -0.6511 -1.0025 -0.4838 -0.35 -1.72 0.11
H 1.0513 1.8026 0.8300 -0.20 -0.93 -0.33
H 0.8639 0.1084 1.6082 0.05 -0.16 0.16
H -1.1290 -1.1647 -1.4888 0.30 0.48 0.46
O -0.7103 -1.8960 0.3360 0.21 0.87 -0.36
F -0.1610 1.1146 -1.2833 -0.47 0.83 -1.68

=====

[4]
16
Properties=species:S:1:pos:R:3:forces:R:3 method="wB97M-V/def2-TZVPD" e_above_lowest_ev=0.983 spin_multiplicity=1 homo_lumo_gap_ev=10.329
C 0.9334 1.0810 -1.7092 -0.41 0.41 -0.10
N 0.1790 0.4370 -0.7840 0.42 -0.65 0.06
C 0.4358 -1.0142 -0.5133 -0.25 1.12 0.31
C -0.0996 -1.1820 0.9100 1.05 -0.29 0.18
C -1.1591 -0.0881 1.0177 -0.37 -1.65 0.26
C -0.3650 1.0392 0.4021 -1.32 1.25 1.21
O 1.8232 0.5769 -2.3541 0.06 -0.20 -0.19
H 0.5890 2.1172 -1.8967 0.21 0.01 0.27
H -0.1210 -1.5683 -1.2647 0.28 -0.34 -0.01
H 1.5037 -1.1711 -0.5315 0.21 -0.42 -0.46
H 0.7232 -0.9195 1.5877 -0.06 0.25 -0.04
H -0.2485 -2.2248 1.1884 -0.89 0.03 -0.27
H -1.5574 -0.0001 2.0209 0.40 0.62 0.37
H -2.0444 -0.3907 0.4514 0.14 0.33 -0.49
H 0.3794 1.3568 1.1345 0.56 -0.27 -0.04
H -0.9718 1.9508 0.3407 -0.02 -0.19 -1.06

=====

[5]
52
Properties=species:S:1:pos:R:3:forces:R:3 method="wB97M-V/def2-TZVPD" e_above_lowest_ev=3.693 spin_multiplicity=1 homo_lumo_gap_ev=9.177
C -0.7311 2.3495 6.2325 -0.12 0.20 -0.04
H -1.0471 2.6274 7.2367 0.00 0.02 -0.10
O -0.0111 1.1485 6.3795 0.18 -0.29 -0.01
C 0.5109 0.5594 5.2742 0.11 -0.14 -0.14
C 0.3924 1.0507 3.9764 -0.18 0.22 0.34
C 0.9683 0.3640 2.9251 0.23 -0.36 -0.02
C 1.6674 -0.8183 3.1460 -0.26 0.32 0.45
C 1.7855 -1.3112 4.4475 -0.08 0.17 -0.16
C 1.2149 -0.6300 5.4957 -0.11 0.16 0.11
H 1.2948 -0.9925 6.5083 0.01 -0.05 0.12
H 2.3289 -2.2282 4.6108 0.05 -0.10 0.08
C 2.2598 -1.5240 2.0332 0.54 -0.74 -0.74
N 2.9175 -2.6523 2.1273 -0.28 0.21 1.12
O 3.2838 -2.9607 0.8517 0.06 0.08 -0.83
C 2.8197 -1.9794 0.0671 -0.19 0.23 0.51
N 2.1821 -1.0734 0.7396 0.13 0.09 -0.38
C 3.0007 -2.0622 -1.4130 0.10 -0.11 -0.16
N 1.7504 -2.0899 -2.1460 0.05 -0.08 0.04
C 1.0183 -0.8378 -2.0674 -0.34 0.31 -0.28
H 1.6964 -0.0197 -2.3205 -0.02 0.05 0.05
C -0.1350 -0.8696 -3.0793 0.14 -0.34 0.01
C -1.0747 -2.0284 -2.7328 0.15 0.22 -0.25
C -0.2643 -3.3200 -2.7464 -0.01 0.05 0.29
C 0.9041 -3.2119 -1.7720 -0.07 -0.24 -0.25
H 1.5074 -4.1224 -1.8107 -0.01 0.01 0.07
H 0.5100 -3.1022 -0.7462 0.04 -0.02 0.01
H -0.8936 -4.1660 -2.4664 0.01 -0.03 -0.04
H 0.1266 -3.4957 -3.7494 0.01 -0.08 -0.04
H -1.8908 -2.0718 -3.4555 -0.05 0.03 0.02
H -1.5012 -1.8808 -1.7382 -0.06 0.01 0.04
O -0.7789 0.3788 -3.2417 -0.11 0.24 0.06
C -1.3757 0.9488 -2.0981 0.04 -0.12 0.20
C -2.1031 2.2126 -2.4718 0.08 0.00 -0.33
N -2.7840 2.7905 -1.4890 0.16 -0.36 0.29
C -3.4402 3.9067 -1.7502 -0.15 0.24 -0.03
C -3.4584 4.5106 -2.9976 0.05 -0.04 -0.08
C -2.7469 3.9064 -4.0223 -0.04 0.01 0.12
C -2.0550 2.7368 -3.7583 0.00 -0.05 0.07
H -1.4868 2.2253 -4.5169 0.04 -0.04 -0.08
H -2.7311 4.3404 -5.0119 0.00 0.02 -0.06
H -4.0114 5.4226 -3.1609 -0.05 0.07 0.02
H -3.9784 4.3332 -0.9131 -0.07 0.11 0.00
H -0.6211 1.2025 -1.3393 -0.11 -0.04 -0.05
H -2.0982 0.2642 -1.6339 0.08 0.08 -0.02
H 0.2933 -1.0579 -4.0713 0.00 -0.06 0.16
H 0.6292 -0.6662 -1.0521 0.03 0.05 -0.13
H 3.5618 -2.9736 -1.6362 0.03 0.11 0.00
H 3.5757 -1.1964 -1.7529 0.03 -0.11 0.07
H 0.8816 0.7413 1.9180 -0.02 0.04 -0.08
H -0.1445 1.9638 3.7738 -0.05 0.08 0.02
H -1.6141 2.2139 5.6001 0.04 0.01 0.01
H -0.1044 3.1452 5.8176 -0.03 -0.04 0.00